Run one
Molecular formula: C4H8NO2
Method: DFT, the ωB97M-V functional and the def2-TZVPD basis

Results
E_LUMO   -4.63 eV
Frontier orbital gap   8.76 eV
Charge   +1
Highest occupied orbital energy   -13.38 eV

Each atom is followed by the atoms it is bonded to, with distances in Å.
Atoms and positions in Å:
1 H -1.12 -0.67 -1.78  C2 1.128
2 C -0.75 -0.05 -0.92  H1 1.128, C8 1.527, C10 1.458, H11 1.144
3 H -0.08 2.41 2.13  O13 0.997
4 C -1.17 -2.26 0.04  O7 1.149, C8 1.314
5 H 1.25 -1.06 -1.41  C10 1.127
6 H -1.06 -0.53 1.35  C8 1.193
7 O -1.49 -3.33 -0.26  C4 1.149
8 C -0.89 -1.00 0.27  C2 1.527, C4 1.314, H6 1.193
9 H 0.17 1.16 2.86  O13 0.967
10 C 0.70 -0.15 -1.05  C2 1.458, H5 1.127, N12 1.352
11 H -1.18 1.01 -0.84  C2 1.144
12 N 1.67 0.75 -0.81  C10 1.352, H14 1.021, H15 0.992
13 O -0.19 1.43 2.00  H3 0.997, H9 0.967
14 H 1.51 1.73 -0.56  N12 1.021
15 H 2.62 0.56 -1.02  N12 0.992

***

Run two
Molecular formula: C4H8NO2
Method: DFT, the ωB97M-V functional and the def2-TZVPD basis

Results
E_LUMO   -4.16 eV
Frontier orbital gap   10.50 eV
SMILES   [NH3+][C@H](C=O)CC=O
Charge   +1
Highest occupied orbital energy   -14.66 eV

Each atom is followed by the atoms it is bonded to, with distances in Å.
Atoms and positions in Å:
1 H -0.32 -1.07 -2.10  C12 1.217
2 H -0.90 -2.02 2.21  C3 1.038
3 C -0.25 -1.44 1.64  H2 1.038, C5 1.539, O9 1.238
4 H -1.74 -0.08 1.35  C5 1.121
5 C -0.95 -0.48 0.66  C3 1.539, H4 1.121, C6 1.451, H7 1.242
6 C 0.02 0.25 -0.13  C5 1.451, H10 1.200, C12 1.520, N15 1.553
7 H -1.81 -1.02 -0.05  C5 1.242
8 H -0.68 2.37 -0.47  N15 1.060
9 O 0.99 -1.51 1.74  C3 1.238
10 H 1.13 -0.06 0.19  C6 1.200
11 H 0.10 2.02 1.07  N15 1.062
12 C -0.01 0.01 -1.63  H1 1.217, C6 1.520, O14 1.194
13 H 1.01 2.09 -0.50  N15 1.135
14 O 0.25 0.90 -2.38  C12 1.194
15 N 0.06 1.79 0.04  C6 1.553, H8 1.060, H11 1.062, H13 1.135

***

Which structure is the most stable? The one labeled run one.